No. 1
This record from the OMol25 dataset describes a structure of composition C34H29GeO3ReS4. The level of theory is ωB97M-V/def2-TZVPD.

XYZ file:
```
72
Properties=species:S:1:pos:R:3:lowdin_charge:R:1
Re 2.4056 -3.8455 0.3332 0.791
S 2.2752 -6.6177 -2.6752 0.899
C 2.2314 -6.4545 -1.1614 -1.276
S 2.1868 -6.2950 0.4193 0.701
S 4.3922 -3.7971 -0.2813 0.267
O 2.6221 -4.0910 2.4135 -0.705
S 1.9494 -3.2737 3.5334 1.136
C 2.7394 -1.6952 3.6834 -0.404
C 2.6255 -1.0960 4.9314 -0.090
C 3.1981 0.1512 5.1284 -0.054
C 3.8969 0.7612 4.0951 -0.051
C 4.0286 0.1321 2.8629 -0.046
C 3.4446 -1.1055 2.6442 -0.056
C 0.3726 -2.8175 2.8165 -0.376
C -0.2875 -3.8309 2.1247 -0.113
C -1.5271 -3.5612 1.5597 -0.045
C -2.1071 -2.3123 1.7264 -0.061
C -1.4494 -1.3207 2.4410 -0.048
C -0.1954 -1.5632 2.9824 -0.047
H 2.1024 -1.5970 5.7367 0.119
H 3.1149 0.6349 6.0915 0.116
H 4.3561 1.7272 4.2568 0.115
H 4.5880 0.6037 2.0673 0.117
H 3.5500 -1.6005 1.6886 0.063
H 0.1347 -4.8258 2.0612 0.088
H -2.0468 -4.3376 1.0155 0.120
H -3.0807 -2.1113 1.3012 0.110
H -1.9064 -0.3468 2.5590 0.118
H 0.3301 -0.7853 3.5170 0.114
O 1.2959 -3.3793 -1.3163 -0.147
C 1.2025 -2.1299 -0.9824 -0.575
O 1.7551 -1.8388 0.1165 -0.108
C 0.5095 -1.1081 -1.8023 -0.137
C -0.6794 -0.5391 -1.0170 -0.238
Ge -1.1810 1.2937 -1.5475 1.016
C -2.6403 1.8282 -0.3727 -0.280
C -2.8087 3.1661 -0.0199 -0.097
C -3.8470 3.5549 0.8149 -0.076
C -4.7311 2.6081 1.3113 -0.081
C -4.5774 1.2722 0.9687 -0.087
C -3.5385 0.8882 0.1323 -0.125
C 0.4219 2.3494 -1.1888 -0.276
C 0.9577 3.2283 -2.1267 -0.098
C 2.1041 3.9586 -1.8402 -0.076
C 2.7274 3.8187 -0.6101 -0.081
C 2.2029 2.9483 0.3359 -0.086
C 1.0595 2.2198 0.0460 -0.107
C -1.6862 1.3959 -3.4225 -0.274
C -0.7513 1.1565 -4.4301 -0.124
C -1.1211 1.2085 -5.7658 -0.081
C -2.4324 1.5053 -6.1097 -0.080
C -3.3703 1.7490 -5.1181 -0.077
C -2.9986 1.6941 -3.7816 -0.100
H 0.2105 -1.5373 -2.7574 0.130
H 1.2563 -0.3273 -1.9853 0.128
H -0.4000 -0.4571 0.0345 0.050
H -1.5286 -1.2208 -1.0736 0.075
H -2.1188 3.9140 -0.3935 0.105
H -3.9655 4.5973 1.0783 0.107
H -5.5413 2.9112 1.9605 0.106
H -5.2718 0.5329 1.3457 0.103
H -3.4411 -0.1570 -0.1400 0.082
H 0.4763 3.3506 -3.0895 0.097
H 2.5069 4.6400 -2.5774 0.107
H 3.6173 4.3911 -0.3864 0.105
H 2.6796 2.8430 1.3022 0.094
H 0.6583 1.5500 0.7997 0.096
H 0.2812 0.9399 -4.1779 0.096
H -0.3861 1.0247 -6.5378 0.105
H -2.7211 1.5507 -7.1508 0.106
H -4.3915 1.9855 -5.3839 0.106
H -3.7377 1.8911 -3.0138 0.097
```

Its net charge is +1. The calculation puts the HOMO energy (spin up / spin down) at -10.14 / -11.10 eV. Its energy above the lowest of the compared OMol25 structures with the same formula, charge and spin is 0.0 kJ/mol. For the HOMO-LUMO gap (spin up / spin down), the calculation gives 6.6 / 7.4 eV. The spin multiplicity is 2.

No. 2
This record from the OMol25 dataset describes a structure of composition C34H29IrNO4P2. The level of theory is ωB97M-V/def2-TZVPD.

XYZ file:
```
71
Properties=species:S:1:pos:R:3:lowdin_charge:R:1
Ir 1.0641 -0.9275 -1.2300 1.084
O 1.5551 -4.9136 -2.3263 0.221
C 1.4506 -3.7590 -2.1591 -0.480
O 2.0374 -2.7847 -1.6472 -0.117
C -0.2939 -3.0745 -3.0080 -0.487
O -0.8092 -3.9705 -3.5578 0.221
O -0.3786 -1.8728 -2.7333 -0.106
C -1.0682 1.9932 -0.6209 -0.220
N -1.3604 1.2441 0.6021 -0.079
C -1.8308 -0.1198 0.3739 -0.242
P -0.4432 -1.3724 0.4442 0.926
C 0.1168 -1.3986 2.1571 -0.377
C -0.5887 -2.1093 3.1322 -0.084
C -0.1665 -2.0724 4.4500 -0.047
C 0.9594 -1.3338 4.8016 -0.043
C 1.6737 -0.6432 3.8329 -0.052
C 1.2563 -0.6793 2.5108 -0.092
C -1.2733 -2.9418 0.1607 -0.387
C -2.5614 -3.0547 -0.3594 -0.078
C -3.0782 -4.3084 -0.6508 -0.044
C -2.3132 -5.4460 -0.4360 -0.031
C -1.0275 -5.3373 0.0777 -0.038
C -0.5059 -4.0905 0.3750 -0.102
C -1.2956 1.7839 1.8429 -0.170
C -1.7265 1.0324 2.9780 0.021
C -1.6373 1.5523 4.2413 -0.017
C -1.1359 2.8399 4.4425 0.016
C -0.7386 3.6115 3.3426 -0.019
C -0.8181 3.1117 2.0717 0.012
P 0.1150 1.1970 -1.8168 0.964
C 1.7910 1.3650 -1.1264 -0.482
C 2.1159 1.9067 0.1345 -0.097
C 3.4244 1.9305 0.5620 -0.049
C 4.4390 1.3946 -0.2360 -0.021
C 4.1487 0.8725 -1.4840 -0.035
C 2.8364 0.8803 -1.9490 -0.146
C -0.0164 2.2725 -3.2474 -0.377
C -0.8953 1.9019 -4.2657 -0.082
C -1.0418 2.7240 -5.3716 -0.048
C -0.3046 3.8971 -5.4645 -0.037
C 0.5817 4.2575 -4.4560 -0.049
C 0.7307 3.4477 -3.3432 -0.076
H -0.7305 2.9994 -0.4047 0.090
H -2.0047 2.0892 -1.1799 0.128
H -2.2254 -0.1636 -0.6420 0.099
H -2.6420 -0.3680 1.0551 0.112
H -1.4545 -2.7011 2.8583 0.120
H -0.7040 -2.6333 5.2029 0.121
H 1.2926 -1.3190 5.8309 0.120
H 2.5667 -0.0955 4.1040 0.116
H 1.8305 -0.1655 1.7487 0.072
H -3.1757 -2.1850 -0.5557 0.103
H -4.0776 -4.3941 -1.0546 0.121
H -2.7166 -6.4201 -0.6758 0.123
H -0.4259 -6.2218 0.2358 0.125
H 0.5010 -4.0129 0.7726 0.122
H -2.1314 0.0423 2.8565 0.102
H -1.9705 0.9629 5.0841 0.131
H -1.0712 3.2501 5.4411 0.132
H -0.3756 4.6183 3.4973 0.130
H -0.5191 3.7500 1.2565 0.110
H 1.3376 2.3005 0.7752 0.088
H 3.6718 2.3620 1.5229 0.123
H 5.4603 1.4030 0.1205 0.126
H 4.9357 0.4798 -2.1129 0.128
H 2.6306 0.5792 -2.9728 0.120
H -1.4465 0.9703 -4.2048 0.110
H -1.7191 2.4426 -6.1660 0.120
H -0.4135 4.5313 -6.3339 0.121
H 1.1594 5.1678 -4.5407 0.119
H 1.4301 3.7250 -2.5627 0.112
```

Its net charge is +2. The calculation puts the HOMO energy (spin up / spin down) at -13.02 / -14.51 eV. For the HOMO-LUMO gap (spin up / spin down), the calculation gives 7.7 / 5.6 eV. The spin multiplicity is 6.

No. 3
This record from the OMol25 dataset describes a cluster of 2 separate species, C34H29N3O5 in total. The level of theory is ωB97M-V/def2-TZVPD.

XYZ file:
```
71
Properties=species:S:1:pos:R:3:lowdin_charge:R:1
C 7.3349 3.1616 -1.4376 -0.057
O 6.1924 2.6310 -2.1333 -0.079
C 4.9760 2.6364 -1.5319 -0.252
C 3.9601 1.8729 -2.1612 0.010
C 2.7514 1.6789 -1.5351 -0.007
C 2.4495 2.2319 -0.2673 -0.181
C 1.2146 1.9491 0.4391 0.105
C 1.0837 2.2143 1.7896 -0.045
C -0.2518 2.4400 2.3702 -0.407
O -1.2711 2.4583 1.7109 0.105
O -0.3210 2.6008 3.7337 0.075
C 0.8442 3.1701 4.3802 -0.531
C 1.0407 4.6163 3.9843 0.021
C 0.6241 3.0230 5.8851 0.019
O 1.9893 2.3658 4.0552 0.074
C 2.1839 1.9358 2.7598 -0.408
O 3.1875 1.3097 2.5142 0.128
C 3.4411 3.0981 0.2818 -0.004
C 4.6827 3.2937 -0.3163 0.007
H 8.1822 2.7937 -2.0126 0.091
H 7.3314 4.2573 -1.4572 0.095
H 7.3884 2.7891 -0.4046 0.098
H 4.1799 1.4282 -3.1313 0.119
H 1.9851 1.0607 -2.0066 0.078
H 0.3489 1.5798 -0.1103 0.125
H 1.1880 4.7392 2.9071 0.094
H 0.1563 5.1769 4.2988 0.102
H 1.9002 5.0220 4.5266 0.102
H 0.4542 1.9752 6.1385 0.099
H 1.5044 3.3773 6.4213 0.096
H -0.2411 3.6133 6.1841 0.095
H 3.2422 3.6236 1.2054 0.114
H 5.4357 3.9179 0.1633 0.110
C 1.4462 -0.9946 -5.4342 -0.092
C 1.2565 -0.0150 -4.4372 -0.082
C 0.4031 -0.2852 -3.3642 -0.037
C -0.1967 -1.5467 -3.3025 -0.221
N -0.9939 -1.8675 -2.2238 -0.094
C -1.3243 -1.1038 -1.1676 0.060
N -2.3187 -1.8468 -0.5815 0.027
C -3.2556 -1.3041 0.3177 -0.221
C -2.9098 -0.1094 0.9362 -0.019
C -3.8137 0.4872 1.8172 -0.059
C -5.0737 -0.1002 2.0199 -0.089
C -5.4448 -1.2470 1.3132 -0.078
C -4.5438 -1.8189 0.4147 -0.038
C -2.4088 -3.1123 -1.2247 -0.193
C -3.1004 -4.3204 -0.7829 -0.172
C -3.4512 -5.2823 -1.7564 -0.026
C -3.9946 -6.5047 -1.3628 -0.076
C -4.1446 -6.7986 0.0051 -0.080
C -3.7966 -5.8500 0.9784 -0.071
C -3.2768 -4.6145 0.5889 -0.034
N -1.6011 -3.1049 -2.2563 0.168
C -0.0851 -2.4981 -4.3126 -0.020
C 0.7733 -2.2267 -5.3823 -0.075
H 2.1209 -0.7703 -6.2616 0.098
H 1.7647 0.9501 -4.4993 0.101
H 0.1363 0.4346 -2.5882 0.086
H -1.9531 0.3497 0.6924 0.077
H -3.5253 1.4080 2.3267 0.099
H -5.7719 0.3582 2.7214 0.099
H -6.4329 -1.6983 1.4365 0.106
H -4.8484 -2.6431 -0.2270 0.113
H -3.2855 -5.0395 -2.8115 0.115
H -4.2838 -7.2407 -2.1177 0.105
H -4.5249 -7.7721 0.3139 0.101
H -3.9148 -6.0702 2.0394 0.106
H -2.9975 -3.8664 1.3291 0.118
H -0.6882 -3.4002 -4.2339 0.101
H 0.8915 -2.9772 -6.1665 0.104
```

Its net charge is 0. The calculation puts the HOMO energy at -8.28 eV. Its energy above the lowest of the compared OMol25 structures with the same formula, charge and spin is 419.6 kJ/mol. For the HOMO-LUMO gap, the calculation gives 7.4 eV.